This record from OMol25 describes the molecule C6H6O. The level of theory is ωB97M-V with the def2-TZVPD basis set.

E, Eh: -307.2159
Kohn-Sham gap, eV: 10.0
Lowest unoccupied orbital energy, eV: 0.830
ΔE to the lowest compared entry with this formula, charge and spin, eV: 6.736
Charge: 0

The geometry in XYZ format:
```
13
C6H6O, DFT ωB97M-V with the def2-TZVPD basis set
C -1.545 0.933 0.479
C -0.768 1.925 0.291
C -2.007 -0.414 0.143
C -0.828 -0.600 -0.684
C 0.042 0.718 -0.375
C 1.506 0.933 -0.045
O -0.455 0.386 -1.620
H -2.041 -0.993 0.982
H -2.867 -0.570 -0.463
H -0.215 -1.526 -0.563
H 1.790 0.795 1.070
H 2.026 1.963 -0.395
H 2.114 0.117 -0.605
```

***

This record from OMol25 describes a structure of composition C16H44N4O4. The level of theory is ωB97M-V with the def2-TZVPD basis set.

E, Eh: -1155.6118
Kohn-Sham gap, eV: 9.3
Lowest unoccupied orbital energy, eV: 0.785
ΔE to the lowest compared entry with this formula, charge and spin, eV: 8.400
Charge: 0

The geometry in XYZ format:
```
68
C16H44N4O4, DFT ωB97M-V with the def2-TZVPD basis set
C 1.699 -3.771 1.018
C 0.195 -3.641 0.941
C -0.404 -4.323 -0.277
O -1.845 -4.370 -0.233
C -2.578 -4.176 -1.401
N -0.383 -4.058 2.170
H 2.084 -4.789 0.955
H 2.142 -3.129 1.779
H 2.188 -3.393 0.120
H 0.069 -2.589 0.684
H 0.012 -5.326 -0.380
H 0.024 -3.922 -1.196
H -2.371 -3.275 -1.978
H -3.654 -4.091 -1.247
H -2.457 -4.959 -2.150
H 0.026 -4.971 2.308
H -1.363 -4.269 2.043
C 0.139 0.640 -1.336
C -0.493 -0.742 -1.028
C -1.773 -1.064 -1.845
O -1.381 -1.257 -3.200
C -2.474 -1.090 -4.093
N 0.612 -1.651 -1.164
H 0.419 0.873 -2.363
H 0.979 0.966 -0.722
H -0.520 1.477 -1.106
H -0.764 -0.843 0.022
H -2.440 -0.206 -1.773
H -2.230 -1.959 -1.422
H -2.778 -0.053 -4.237
H -3.356 -1.664 -3.808
H -2.272 -1.516 -5.075
H 1.460 -1.249 -0.789
H 0.731 -1.742 -2.163
C -0.314 1.217 1.219
C -0.180 0.066 2.201
C 0.884 0.149 3.314
O 2.206 0.352 2.891
C 3.257 -0.267 3.603
N -1.490 -0.120 2.746
H -0.942 1.027 0.349
H 0.692 1.342 0.818
H -0.645 2.107 1.754
H 0.131 -0.833 1.670
H 0.960 -0.825 3.798
H 0.446 0.730 4.126
H 3.201 -0.153 4.686
H 4.189 0.162 3.237
H 3.411 -1.308 3.316
H -1.454 -0.959 3.307
H -1.604 0.603 3.442
C 0.952 2.898 -0.149
C -0.161 3.953 -0.307
C 0.447 5.020 -1.255
O 1.638 5.515 -0.658
C 1.898 6.770 -1.280
N -1.379 3.307 -0.790
H 1.443 2.572 -1.066
H 0.664 1.996 0.392
H 1.675 3.420 0.477
H -0.381 4.358 0.681
H -0.290 5.794 -1.468
H 0.653 4.585 -2.233
H 2.987 6.755 -1.333
H 1.558 7.645 -0.727
H 1.425 6.886 -2.255
H -1.923 2.802 -0.105
H -1.196 2.566 -1.451
```

***

This record from OMol25 describes a structure of composition C24H52AlBrKN6O11PS2. The level of theory is ωB97M-V with the def2-TZVPD basis set.

E, Eh: -6655.5290
Kohn-Sham gap, eV: 1.1
Lowest unoccupied orbital energy, eV: -4.697
Charge: 0

The geometry in XYZ format:
```
99
C24H52AlBrKN6O11PS2, DFT ωB97M-V with the def2-TZVPD basis set
S -0.772 -3.076 0.354
C -1.764 -2.484 -0.786
N -2.602 -2.065 -1.483
C -3.980 -2.123 -0.791
C -4.471 -0.784 -0.105
O -5.658 -1.208 0.523
P -6.369 -2.558 -0.353
O -5.029 -2.546 -1.531
H -3.766 -2.753 0.104
H -3.802 -0.485 0.707
H -4.587 -0.044 -0.904
H -7.325 -2.622 0.735
H -5.675 -3.593 0.394
H -6.965 -3.660 -1.098
H -7.242 -1.698 -1.113
Al 0.846 -5.077 0.265
Br -3.546 1.753 0.362
C -2.592 0.386 -4.136
C -1.245 0.846 -3.590
C -1.251 2.294 -3.104
C -1.547 3.343 -4.178
C -0.598 3.337 -5.376
C 0.848 3.646 -5.001
H -2.890 0.963 -5.015
H -2.543 -0.662 -4.434
H -3.372 0.484 -3.379
H -0.469 0.700 -4.350
H -0.973 0.203 -2.749
H -0.285 2.513 -2.638
H -1.995 2.393 -2.311
H -1.520 4.335 -3.710
H -2.571 3.213 -4.542
H -0.940 4.090 -6.092
H -0.645 2.377 -5.896
H 0.924 4.623 -4.514
H 1.475 3.668 -5.895
H 1.261 2.892 -4.329
O -2.706 -5.040 2.654
C -1.924 -5.188 3.550
O -1.194 -6.309 3.726
C -0.431 -6.209 4.952
C -0.327 -4.720 5.229
C -1.636 -4.193 4.657
H -0.964 -6.743 5.738
H 0.542 -6.669 4.817
H -0.181 -4.489 6.283
H 0.511 -4.295 4.674
H -2.448 -4.231 5.385
H -1.530 -3.187 4.258
C 3.361 -0.812 1.524
C 2.055 -0.324 2.143
C 2.092 -0.316 3.673
C 2.334 -1.683 4.172
N 2.522 -2.748 4.544
H 3.575 -1.846 1.805
H 3.304 -0.777 0.437
H 4.203 -0.193 1.836
H 1.237 -0.961 1.797
H 1.846 0.686 1.784
H 1.146 0.048 4.076
H 2.887 0.338 4.035
C -3.355 6.267 -0.860
O -2.822 6.715 0.157
N -3.395 4.947 -1.132
N -3.943 7.077 -1.794
H -3.821 4.560 -1.953
H -2.970 4.319 -0.465
H -3.932 8.063 -1.620
H -4.382 6.735 -2.627
C 0.010 7.181 -0.280
C 1.016 8.042 -1.000
O 0.672 9.003 -1.697
N 2.322 7.751 -0.868
C 2.929 6.667 -0.103
H -1.001 7.547 -0.483
H 0.081 6.155 -0.640
H 0.178 7.218 0.802
H 2.930 8.377 -1.378
H 3.605 7.097 0.636
H 3.504 6.042 -0.784
H 2.183 6.062 0.400
C 4.891 -3.204 -1.201
C 6.056 -2.415 -0.651
O 5.904 -1.338 -0.096
N 7.298 -2.942 -0.793
C 7.680 -4.197 -1.417
H 3.970 -2.657 -1.012
H 4.999 -3.338 -2.278
H 4.826 -4.175 -0.706
H 8.024 -2.362 -0.404
H 8.194 -4.815 -0.679
H 8.368 -3.987 -2.238
H 6.820 -4.736 -1.799
O 2.522 -9.303 4.959
S 1.774 -9.332 6.225
O 2.602 -9.955 7.265
O 0.542 -10.115 6.055
O 1.429 -7.956 6.614
K 0.396 9.782 0.145
```

***

This record from OMol25 describes the molecule H2N4O3. The level of theory is ωB97M-V with the def2-TZVPD basis set.

E, Eh: -445.6849
Kohn-Sham gap, eV: 9.3
Lowest unoccupied orbital energy, eV: -0.660
ΔE to the lowest compared entry with this formula, charge and spin, eV: 2.322
Charge: 0

The geometry in XYZ format:
```
9
H2N4O3, DFT ωB97M-V with the def2-TZVPD basis set
N -0.224 -1.567 0.054
N 1.169 0.446 -0.257
N -0.015 -0.285 -0.042
N -1.226 0.543 0.008
O -2.282 0.023 0.096
O 0.622 -2.378 -0.096
O -0.866 1.696 -0.023
H 1.726 0.052 0.398
H 1.095 1.470 -0.138
```